Entry 1:
Computed, not measured: a 3-piece molecular cluster, C47H43ClN2O8 overall in a non-equilibrium geometry, with the ωB97M-V functional and the def2-TZVPD basis.

```
101
C47H43ClN2O8 | the Open Molecules 2025 dataset | the ωB97M-V functional and the def2-TZVPD basis
C 1.9227 -2.7771 2.1469
C 1.4981 -2.1098 1.2385
C 1.2306 -1.4550 -0.0237
C 2.1686 -0.5827 -0.6037
C 3.4636 -0.2867 0.1128
C 3.3369 0.3673 1.5269
C 3.5000 1.8853 1.4401
C 2.5962 2.7150 2.1177
C 2.7168 4.0962 1.9996
C 3.7128 4.6869 1.2361
C 4.6471 3.8798 0.5914
C 4.5159 2.5017 0.7138
C 1.8990 0.0011 -1.8550
C 2.8291 0.9296 -2.6286
C 4.2790 0.4398 -2.8562
C 4.4414 -1.0818 -3.0024
C 5.9366 -1.4294 -2.7730
C 6.1563 -2.9022 -2.4345
O 5.8483 -3.1738 -1.0607
C 6.8346 -2.7950 -0.2010
C 8.1146 -3.6069 -0.1320
O 6.7073 -1.8341 0.5056
C 0.6721 -0.2764 -2.4585
C -0.2628 -1.1033 -1.8739
C 0.0102 -1.7271 -0.6549
C -1.0480 -2.6579 -0.1011
O -0.7873 -3.7187 0.4034
C -2.4595 -2.1521 -0.2954
C -2.7168 -1.5016 -1.4980
C -3.9786 -0.9733 -1.7185
C -4.9741 -1.0874 -0.7547
C -6.3302 -0.4613 -1.0104
C -7.4537 -1.4677 -1.3075
C -4.7170 -1.7755 0.4425
Cl -6.0067 -1.8820 1.6121
C -3.4422 -2.3214 0.6923
C -3.1081 -3.0153 1.9391
C -3.9971 -3.7843 2.6787
C -1.5978 -1.3782 -2.4960
O -1.7689 -1.5137 -3.6824
H 1.9462 -3.3611 3.0392
H 3.9808 -1.2424 0.2558
H 4.1028 0.3737 -0.4485
H 2.3760 0.1813 2.0032
H 4.1675 -0.0318 2.1146
H 1.8274 2.2524 2.7317
H 1.9882 4.7043 2.5281
H 3.7917 5.7645 1.1433
H 5.4588 4.2871 0.0012
H 5.2479 1.8703 0.2132
H 2.3851 1.0536 -3.6209
H 2.7940 1.9284 -2.1783
H 4.9741 0.8393 -2.1159
H 4.6076 0.8809 -3.8056
H 3.8919 -1.6591 -2.2595
H 4.2187 -1.3572 -4.0364
H 6.2298 -0.8576 -1.8826
H 6.5829 -1.0679 -3.5772
H 5.5217 -3.5438 -3.0494
H 7.1955 -3.1764 -2.6586
H 8.2832 -4.2121 -1.0246
H 8.9765 -2.9632 0.0297
H 8.0472 -4.2806 0.7260
H 0.4190 0.1643 -3.4187
H -4.2134 -0.4615 -2.6454
H -6.6258 0.2264 -0.2175
H -6.2079 0.1696 -1.8949
H -8.4030 -0.9227 -1.2952
H -7.5277 -2.2513 -0.5551
H -7.3589 -1.9184 -2.2974
H -2.0630 -2.9414 2.2565
H -4.3638 -4.7588 2.3639
H -4.3594 -3.3798 3.6275
O -7.2166 4.6717 -0.9855
N -6.7207 3.7220 -1.5547
O -6.5741 2.6202 -1.0612
C -6.2605 3.9200 -2.9378
C -6.3822 5.1712 -3.5143
C -5.9277 5.3608 -4.8096
C -5.3636 4.3035 -5.5112
C -5.2570 3.0511 -4.9208
C -5.7070 2.8552 -3.6253
H -6.8210 5.9927 -2.9677
H -6.0110 6.3350 -5.2713
H -5.0047 4.4561 -6.5208
H -4.8196 2.2279 -5.4692
H -5.6214 1.8828 -3.1641
O 0.2690 1.0031 3.4119
N 0.5632 1.1204 4.5902
O 1.4467 1.8376 5.0134
C -0.1961 0.3419 5.5739
C -1.1880 -0.5170 5.1410
C -1.8821 -1.2631 6.0806
C -1.5819 -1.1397 7.4302
C -0.5879 -0.2643 7.8483
C 0.1124 0.4827 6.9165
H -1.4213 -0.6127 4.0901
H -2.6568 -1.9448 5.7605
H -2.1238 -1.7288 8.1587
H -0.3566 -0.1669 8.9001
H 0.8876 1.1616 7.2385
```

Molar mass, g/mol: 799.320
Charge: 0
DFT total energy, eV: -81309.2854
HOMO, eV: -7.46
2S+1: 1
Gap between HOMO and LUMO, eV: 6.9



Entry 2:
Computed, not measured: C47H43F9FeN2O2PS2 as an isolated structure in a non-equilibrium geometry, with the ωB97M-V functional and the def2-TZVPD basis.

```
107
C47H43F9FeN2O2PS2 | the Open Molecules 2025 dataset | the ωB97M-V functional and the def2-TZVPD basis
Fe 0.6127 0.1978 0.8970
C 1.4570 0.2182 3.3649
C 0.1621 0.8090 3.3430
C 0.2592 2.0374 2.6296
C 1.6027 2.1856 2.1942
C 2.3487 1.0746 2.6700
C 3.8326 0.9126 2.6465
C 2.1512 3.4202 1.5627
C -0.7184 3.1703 2.6122
C -1.0207 0.3318 4.1243
C 1.8940 -0.8958 4.2617
H 4.1957 0.7248 3.6565
H 4.3232 1.8063 2.2753
H 4.1445 0.0744 2.0248
H 1.4988 3.7803 0.7690
H 3.1383 3.2335 1.1511
H 2.2308 4.2169 2.3066
H -0.9561 3.4885 1.5965
H -0.2688 4.0252 3.1218
H -1.6359 2.9161 3.1321
H -1.8267 -0.0028 3.4710
H -1.4181 1.1334 4.7478
H -0.7404 -0.4907 4.7749
H 2.9323 -1.1510 4.0724
H 1.2826 -1.7899 4.1578
H 1.8246 -0.5712 5.3010
C 0.5004 -2.7976 0.9450
N 1.5946 -1.9830 0.4198
C 2.8337 -2.3686 1.0940
C 1.7213 -2.2136 -1.0341
C 1.1485 -1.1415 -1.9232
C 0.3636 -1.5185 -3.0084
C -0.1000 -0.6001 -3.9341
C 0.2175 0.7408 -3.8026
C 1.0252 1.1408 -2.7550
C 1.4920 0.2107 -1.8338
H 0.7310 -3.8720 0.8993
H -0.3842 -2.6179 0.3410
H 0.2950 -2.5238 1.9814
H 3.0555 -3.4310 0.9337
H 2.7261 -2.1923 2.1605
H 3.6702 -1.7869 0.7123
H 1.2540 -3.1689 -1.2988
H 2.7833 -2.2786 -1.3031
H 0.1496 -2.5657 -3.1537
H -0.6800 -0.9425 -4.7793
H -0.1127 1.4522 -4.5444
H 1.3448 2.1701 -2.6757
F -5.0775 4.6909 -3.2178
C -4.0249 4.0779 -3.8027
F -4.4867 3.6088 -4.9779
F -3.1438 5.0409 -4.1010
C -3.4713 3.0018 -2.9248
C -4.2941 1.9105 -2.6352
C -3.8538 0.9420 -1.7662
C -2.5793 1.0301 -1.1868
C -1.7754 2.1347 -1.4729
C -2.2057 3.1097 -2.3492
P -2.0238 -0.2181 0.0177
C -3.4477 -0.0705 1.1918
C -3.5312 1.1448 1.8772
C -4.4575 1.3435 2.8784
C -5.3318 0.3111 3.2028
C -5.3367 -0.8632 2.4538
C -4.4109 -1.0435 1.4456
C -6.1885 0.4055 4.4302
F -7.4065 -0.1359 4.2842
F -5.6109 -0.2597 5.4591
F -6.3816 1.6592 4.8625
C -2.4627 -1.7606 -0.8816
C -2.5268 -1.8056 -2.2735
C -2.6236 -3.0076 -2.9430
C -2.6120 -4.2046 -2.2280
C -2.5782 -4.1818 -0.8357
C -2.4945 -2.9743 -0.1758
C -2.6074 -5.5200 -2.9486
F -1.9524 -6.4722 -2.2587
F -3.8456 -6.0074 -3.1675
F -2.0154 -5.4507 -4.1520
H -5.2723 1.8483 -3.0884
H -4.4850 0.0952 -1.5417
H -0.8032 2.2081 -0.9983
H -1.5771 3.9521 -2.5948
H -2.8377 1.9313 1.6267
H -4.5001 2.2756 3.4212
H -6.0598 -1.6342 2.6745
H -4.4347 -1.9599 0.8789
H -2.4916 -0.8905 -2.8415
H -2.6895 -3.0261 -4.0187
H -2.5857 -5.1068 -0.2806
H -2.4677 -2.9698 0.9040
O 6.0483 -2.5569 -2.3819
S 5.5535 -1.2849 -2.8328
O 5.4356 -1.0767 -4.2475
N 4.0789 -0.9854 -2.1191
C 4.1647 0.0839 -1.3794
S 2.7170 0.8123 -0.6701
C 5.4240 0.7368 -1.2646
C 5.7648 1.8947 -0.5604
C 7.0509 2.3773 -0.6743
C 8.0034 1.7317 -1.4628
C 7.6706 0.5706 -2.1624
C 6.3963 0.0874 -2.0431
H 5.0176 2.3922 0.0395
H 7.3181 3.2875 -0.1570
H 9.0014 2.1357 -1.5372
H 8.3826 0.0674 -2.7980
```

Relative energy (zero: lowest compared OMol25 entry of this formula, charge and spin), kcal per mole: 84.7
Molar mass, g/mol: 989.808
Charge: 0
DFT total energy, eV: -146314.3786
HOMO (spin up / spin down), eV: -6.38 / -6.61
⟨S²⟩: 0.7628
2S+1: 2
Gap between HOMO and LUMO (spin up / spin down), eV: 5.4 / 5.6



Entry 3:
Computed, not measured: a 5-piece molecular cluster, C47H44BrClFN6O17P overall in a non-equilibrium geometry, with the ωB97M-V functional and the def2-TZVPD basis.

```
118
C47H44BrClFN6O17P | the Open Molecules 2025 dataset | the ωB97M-V functional and the def2-TZVPD basis
C -2.2652 0.3551 6.6550
C -1.8467 0.8195 5.1155
C -2.5383 2.3288 4.9193
C -2.4275 -0.2583 4.0254
C -1.7409 -0.1857 2.5389
C -2.1071 -1.3062 1.5825
C -3.1399 -2.5386 1.9936
C -4.7032 -2.1546 1.5472
O -5.0250 -0.7475 1.9278
C -5.8276 -3.1075 2.3034
N -5.9280 -4.4255 1.5436
C -1.5101 -1.3494 0.0235
O -1.1655 -2.5020 -0.5560
C -1.3446 0.1523 -0.6883
C -1.5933 0.4049 -2.3153
C -2.0709 -0.7982 -3.3512
C -0.9231 -1.0951 -4.5203
O 0.3393 -0.7002 -4.3064
Br -1.3440 -1.9824 -6.2688
C -1.3753 1.9693 -2.8643
C -1.6168 2.4033 -4.4301
C -3.2414 2.7487 -4.6084
O -3.7163 4.0213 -4.6926
O -4.2415 1.6761 -4.7254
C -0.9236 3.1978 -1.8314
C -0.7050 4.7668 -2.3669
O -1.7032 5.5741 -2.7359
N 0.7065 5.3166 -2.3849
C 1.7530 4.2091 -2.4761
O 1.8236 3.3451 -3.5123
F 2.8090 4.0486 -1.4167
C -0.6948 2.9001 -0.2023
P -0.2323 4.4095 0.8719
O -1.3963 4.4132 2.2141
Cl 1.7790 4.2422 1.6429
C -0.9101 1.3770 0.3647
C -0.7403 1.0021 1.9859
O 0.1791 1.6101 2.7407
H -1.5920 -0.5502 6.9745
H -3.4143 0.1449 6.7422
H -1.9854 1.2806 7.3506
H -0.6659 0.9062 5.1183
H -2.7024 2.8563 5.9743
H -3.5685 2.2585 4.3475
H -1.7275 2.9696 4.3636
H -2.1699 -1.3409 4.4570
H -3.5978 -0.1795 4.0383
H -2.8686 -3.5318 1.3935
H -3.0960 -2.8219 3.1332
H -4.8095 -2.2134 0.3713
H -5.9139 -0.4796 1.5437
H -5.5088 -3.3283 3.4201
H -6.8759 -2.5874 2.2945
H -6.9212 -4.6738 1.3217
H -5.3940 -4.2984 0.6525
H -3.0961 -0.5201 -3.8961
H -2.2621 -1.8285 -2.8264
H -1.3657 1.5716 -5.2140
H -1.0555 3.3769 -4.7626
H -4.9580 1.8374 -4.0259
H 0.9330 5.8559 -1.5163
H -2.0406 5.1578 1.9461
O 1.6469 -2.5394 4.7284
N 1.4103 -2.6303 3.5145
O 0.3329 -3.0135 3.0366
C 2.4812 -2.2639 2.5800
C 3.7284 -1.8609 3.0770
C 4.7508 -1.5369 2.1831
C 4.5268 -1.6106 0.8074
C 3.2805 -2.0020 0.3152
C 2.2512 -2.3313 1.1994
H 3.9189 -1.7985 4.1461
H 5.7243 -1.2295 2.5590
H 5.3288 -1.3623 0.1143
H 3.1128 -2.0542 -0.7583
H 1.2866 -2.6377 0.8000
O -1.1654 -9.7416 -1.9020
N -0.8135 -9.4929 -0.7392
O -0.6032 -10.3520 0.1290
C -0.6389 -8.0846 -0.3643
C -0.9022 -7.0783 -1.3039
C -0.7578 -5.7397 -0.9342
C -0.3500 -5.4114 0.3597
C -0.0782 -6.4158 1.2902
C -0.2219 -7.7580 0.9330
H -1.2209 -7.3177 -2.3161
H -0.9662 -4.9513 -1.6543
H -0.2442 -4.3662 0.6450
H 0.2420 -6.1520 2.2958
H -0.0094 -8.5289 1.6707
O -2.2750 6.6703 -10.8578
N -2.2000 7.6386 -10.0869
O -1.8530 8.7793 -10.4251
C -2.5408 7.4174 -8.6764
C -2.9023 6.1345 -8.2426
C -3.2018 5.9252 -6.8950
C -3.1448 6.9882 -5.9924
C -2.7947 8.2670 -6.4291
C -2.4903 8.4880 -7.7738
H -2.9512 5.2957 -8.9335
H -3.4770 4.9317 -6.5473
H -3.3738 6.8189 -4.9416
H -2.7554 9.0909 -5.7200
H -2.2160 9.4898 -8.0978
O 6.9700 -1.1631 5.1353
N 7.6050 -1.6426 4.1843
O 7.1201 -2.3900 3.3227
C 9.0295 -1.3061 4.0743
C 9.6281 -0.4945 5.0478
C 10.9890 -0.1977 4.9512
C 11.7417 -0.7034 3.8901
C 11.1406 -1.5028 2.9163
C 9.7811 -1.8088 3.0039
H 9.0554 -0.0928 5.8808
H 11.4643 0.4259 5.7054
H 12.8037 -0.4739 3.8220
H 11.7333 -1.8907 2.0908
H 9.3282 -2.4358 2.2387
```

Molar mass, g/mol: 1130.223
Charge: 0
DFT total energy, eV: -187740.1736
HOMO, eV: -9.63
2S+1: 1
Gap between HOMO and LUMO, eV: 7.2



Entry 4:
Computed, not measured: C47H44Cl3GeN3OP2PtSSe2 as an isolated structure in a non-equilibrium geometry, with the ωB97M-V functional and the def2-TZVPD basis.

```
105
C47H44Cl3GeN3OP2PtSSe2 | the Open Molecules 2025 dataset | the ωB97M-V functional and the def2-TZVPD basis
Pt -1.0240 -0.3790 -0.8467
Se 6.0751 1.0652 -0.8134
P 4.7359 0.5820 0.7330
C 4.5209 2.0041 1.8465
C 5.6466 2.5535 2.4631
C 5.5371 3.7189 3.2021
C 4.3110 4.3669 3.3003
C 3.1976 3.8400 2.6665
C 3.2985 2.6592 1.9428
C 5.4560 -0.7911 1.6710
C 5.6870 -1.9575 0.9374
C 6.3618 -3.0180 1.5135
C 6.8213 -2.9198 2.8224
C 6.5937 -1.7649 3.5535
C 5.9163 -0.6961 2.9776
C 3.0565 0.1788 0.1853
C 1.7971 -0.2428 0.6668
N 0.9567 -0.0299 -0.3752
N 1.6295 0.4456 -1.4119
N 2.8763 0.5923 -1.0900
P 0.9175 -0.7161 2.1948
Se -1.1821 -0.4672 1.9352
C 1.2571 -2.4185 2.7465
C 2.5415 -2.9338 2.8960
C 2.7230 -4.2580 3.2650
C 1.6278 -5.0843 3.4684
C 0.3486 -4.5804 3.3115
C 0.1628 -3.2530 2.9577
C 1.5180 0.4425 3.4695
C 2.6826 0.2145 4.1954
C 3.1269 1.1512 5.1170
C 2.4080 2.3187 5.3221
C 1.2435 2.5480 4.6034
C 0.7990 1.6177 3.6756
H 6.6109 2.0780 2.3311
H 6.4133 4.1371 3.6815
H 4.2304 5.2898 3.8613
H 2.2432 4.3469 2.7309
H 2.4218 2.2516 1.4555
H 5.3397 -2.0176 -0.0874
H 6.5255 -3.9223 0.9419
H 7.3570 -3.7471 3.2714
H 6.9510 -1.6901 4.5729
H 5.7464 0.2052 3.5512
H 3.4053 -2.3247 2.6938
H 3.7259 -4.6456 3.3711
H 1.7753 -6.1250 3.7288
H -0.5132 -5.2225 3.4368
H -0.8379 -2.8698 2.8173
H 3.2382 -0.7004 4.0654
H 4.0375 0.9686 5.6748
H 2.7580 3.0506 6.0394
H 0.6758 3.4561 4.7620
H -0.1026 1.7973 3.1023
C -0.2662 3.5255 -4.1945
C 0.5615 3.9956 -3.0001
C -0.2530 4.1070 -1.7163
S -0.9294 2.4925 -1.1995
O -0.9952 2.5764 0.2949
C -2.6473 2.6405 -1.8616
C -3.6752 2.5903 -0.7400
C -3.9022 3.9543 -0.0963
H 0.3500 3.4750 -5.0917
H -1.0957 4.2095 -4.3908
H -0.6736 2.5271 -4.0215
H 1.0019 4.9715 -3.2190
H 1.3847 3.2974 -2.8321
H -1.0784 4.8154 -1.8001
H 0.3704 4.3801 -0.8646
H -2.7601 1.7873 -2.5306
H -2.7251 3.5596 -2.4437
H -3.3301 1.8848 0.0183
H -4.6056 2.1898 -1.1469
H -2.9866 4.3013 0.3844
H -4.6839 3.9024 0.6629
H -4.2085 4.6922 -0.8432
Cl -1.0059 -3.7392 -3.0973
Ge -0.7249 -2.8910 -1.0937
Cl 1.4088 -3.4087 -0.7117
Cl -1.7396 -4.4233 0.1301
C -2.7635 -0.7229 -1.6808
C -3.6720 -1.1611 -2.3814
C -4.7017 -1.6354 -3.1920
C -5.1057 -3.0323 -3.0172
C -4.8809 -3.6730 -1.7902
C -5.1788 -5.0116 -1.6158
C -5.7164 -5.7541 -2.6599
C -5.9339 -5.1405 -3.8862
C -5.6313 -3.8005 -4.0658
C -5.2866 -0.7311 -4.1752
C -4.5794 0.4110 -4.5880
C -5.1299 1.3189 -5.4729
C -6.4082 1.1212 -5.9834
C -7.1246 -0.0001 -5.5869
C -6.5787 -0.9099 -4.6961
H -4.4551 -3.1019 -0.9751
H -4.9752 -5.4823 -0.6625
H -5.9421 -6.8046 -2.5266
H -6.3250 -5.7156 -4.7168
H -5.7507 -3.3604 -5.0464
H -3.5766 0.5570 -4.2071
H -4.5563 2.1879 -5.7724
H -6.8436 1.8372 -6.6689
H -8.1248 -0.1665 -5.9688
H -7.1764 -1.7472 -4.3635
```

Relative energy (zero: lowest compared OMol25 entry of this formula, charge and spin), kcal per mole: 19.1
Molar mass, g/mol: 1292.871
Charge: -1
DFT total energy, eV: -313411.2360
HOMO (spin up / spin down), eV: -3.95 / -4.71
⟨S²⟩: 0.7911
2S+1: 2
Gap between HOMO and LUMO (spin up / spin down), eV: 5.4 / 6.2